# 1
78
Properties=species:S:1:pos:R:3 method="wB97M-V/def2-TZVPD" orbital_gap_ev="7.2 / 5.4" homo_energy_ev="-7.04 / -7.04" e_lumo_ev="0.2 / -1.7" multiplicity=2 max_force_ev_per_a=0.98 s_squared=0.75
Li -0.783 -0.557 0.071
C -0.534 3.851 -1.326
C 0.537 2.772 -1.259
C 1.887 3.401 -0.913
C 0.649 2.047 -2.599
O 0.133 1.818 -0.271
Ge 1.096 1.296 1.128
O -0.233 0.256 1.776
C -1.008 0.636 2.944
C -2.459 0.829 2.515
C -0.473 1.942 3.536
C -0.913 -0.456 4.001
O 2.233 0.275 0.264
C 3.344 -0.498 0.739
C 4.406 -0.434 -0.350
C 3.899 0.081 2.040
C 2.902 -1.939 0.956
H -0.318 4.565 -2.124
H -0.583 4.390 -0.375
H -1.511 3.394 -1.508
H 2.192 4.120 -1.674
H 2.656 2.622 -0.836
H 1.819 3.925 0.049
H 1.106 2.692 -3.352
H -0.348 1.767 -2.949
H 1.251 1.140 -2.479
H -2.525 1.589 1.728
H -3.065 1.136 3.372
H -2.855 -0.105 2.111
H -0.513 2.748 2.788
H 0.567 1.813 3.864
H -1.070 2.243 4.396
H -1.425 -1.358 3.672
H -1.367 -0.111 4.934
H 0.135 -0.713 4.186
H 4.726 0.599 -0.516
H 3.996 -0.825 -1.285
H 5.274 -1.032 -0.066
H 4.193 1.126 1.892
H 4.767 -0.486 2.377
H 3.131 0.039 2.823
H 2.440 -2.314 0.037
H 2.149 -2.001 1.743
H 3.762 -2.559 1.223
N -2.049 -0.475 -3.168
C -2.288 -1.905 -2.649
C -3.023 -2.768 -3.655
P -0.572 -2.525 -2.253
O 0.106 -2.085 -3.695
O -0.518 -3.999 -2.145
O -0.047 -1.592 -1.206
P -3.183 -1.610 -1.035
O -4.631 -1.156 -1.638
O -3.363 -2.791 -0.176
O -2.492 -0.338 -0.562
H -1.159 -0.417 -3.665
H -2.015 0.096 -2.296
H -2.815 -0.153 -3.751
H -2.475 -2.827 -4.599
H -4.031 -2.391 -3.835
H -3.098 -3.776 -3.248
H 0.565 -2.860 -4.059
H -5.339 -1.579 -1.126
S -0.513 -3.034 1.792
C -0.551 -4.473 0.899
N 0.584 -5.169 0.650
C 0.636 -6.309 -0.266
C -0.660 -7.087 -0.136
C -1.809 -6.139 -0.414
N -1.722 -5.009 0.512
H 1.424 -4.649 0.823
H 1.489 -6.929 0.001
H 0.754 -5.958 -1.294
H -0.749 -7.474 0.882
H -0.673 -7.927 -0.832
H -2.768 -6.631 -0.262
H -1.755 -5.780 -1.446
H -2.476 -4.334 0.503

***

# 2
16
Properties=species:S:1:pos:R:3 method="wB97M-V/def2-TZVPD" orbital_gap_ev=10.4 homo_energy_ev=-9.76 e_lumo_ev=0.7 smiles="NC(=O)[C@@H](N)CC=O" max_force_ev_per_a=3.09
N -1.430 1.669 0.971
C -1.311 0.813 -0.099
O -2.009 0.950 -1.077
C -0.338 -0.342 0.046
N -0.567 -1.297 -1.049
C 1.133 0.149 0.042
C 2.060 -0.983 0.236
O 3.143 -0.913 0.761
H -2.292 2.146 1.151
H -0.838 1.500 1.771
H -0.325 -1.009 0.952
H -1.433 -1.144 -1.566
H 0.092 -1.250 -1.852
H 1.243 0.626 -0.978
H 1.276 1.015 0.718
H 1.594 -1.931 -0.028

***

# 3
124
Properties=species:S:1:pos:R:3 method="wB97M-V/def2-TZVPD" orbital_gap_ev=2.3 homo_energy_ev=-2.80 e_lumo_ev=-0.4 max_force_ev_per_a=5.47 charge=-1
N 4.111 2.096 -1.865
C 4.671 3.440 -1.371
C 3.587 4.677 -1.491
C 2.461 4.700 -0.281
F 2.892 5.802 0.659
F 2.445 3.462 0.542
C 0.951 5.164 -0.807
F 0.171 5.524 0.393
F 1.189 6.458 -1.551
C 0.247 4.099 -1.829
F 1.057 2.831 -1.971
F 0.369 4.737 -3.198
C -1.351 3.848 -1.623
F -1.863 3.364 -2.962
F -2.138 5.094 -1.356
S -1.855 2.558 -0.383
F -1.317 1.233 -1.326
F -3.386 2.450 -1.222
F -2.493 3.853 0.604
F -0.426 2.660 0.542
F -2.452 1.428 0.762
H 3.341 1.772 -1.207
H 5.098 3.319 -0.266
H 5.623 3.700 -2.039
H 4.226 5.680 -1.430
H 3.007 4.701 -2.527
C 7.282 -3.450 -1.848
C 8.043 -2.959 -0.630
O 7.920 -1.534 -0.495
C 6.747 -1.079 0.049
O 5.831 -1.815 0.410
C 6.765 0.442 0.178
F 7.203 1.061 -0.956
F 7.587 0.862 1.182
F 5.537 0.969 0.446
H 7.610 -2.918 -2.747
H 7.437 -4.523 -1.994
H 6.208 -3.269 -1.746
H 9.109 -3.175 -0.754
H 7.716 -3.465 0.285
C 13.446 0.730 -1.699
C 13.458 -0.142 -2.942
O 12.232 -0.879 -3.057
C 11.155 -0.186 -3.549
O 11.199 0.997 -3.880
C 9.933 -1.094 -3.663
F 9.727 -1.843 -2.541
F 10.046 -1.979 -4.694
F 8.776 -0.407 -3.876
H 13.238 0.128 -0.809
H 14.409 1.234 -1.571
H 12.664 1.493 -1.757
H 14.265 -0.878 -2.862
H 13.645 0.444 -3.848
C -3.848 -1.604 -2.561
C -3.022 -2.072 -1.377
O -2.850 -3.497 -1.408
C -1.892 -3.970 -2.268
O -1.204 -3.249 -2.986
C -1.781 -5.489 -2.170
F -2.996 -6.109 -2.195
F -1.176 -5.886 -1.014
F -1.056 -6.037 -3.186
H -4.803 -2.136 -2.598
H -4.042 -0.529 -2.497
H -3.336 -1.805 -3.507
H -3.551 -1.836 -0.448
H -2.051 -1.565 -1.333
C -6.081 0.867 4.977
C -4.967 0.647 3.970
O -5.271 -0.461 3.109
C -6.150 -0.207 2.087
O -6.668 0.890 1.890
C -6.350 -1.450 1.225
F -6.570 -2.574 1.965
F -5.263 -1.715 0.446
F -7.410 -1.344 0.374
H -6.280 -0.052 5.538
H -5.816 1.662 5.681
H -7.016 1.145 4.481
H -4.043 0.393 4.500
H -4.765 1.550 3.384
C 3.607 4.064 3.276
C 5.107 3.921 3.096
O 5.813 4.707 4.068
C 5.908 4.168 5.326
O 5.429 3.080 5.639
C 6.717 5.078 6.245
F 6.336 6.385 6.160
F 8.049 5.051 5.952
F 6.610 4.739 7.561
H 3.314 5.119 3.248
H 3.069 3.527 2.489
H 3.283 3.671 4.244
H 5.393 4.303 2.110
H 5.423 2.874 3.140
C -6.833 -5.549 1.133
C -6.529 -7.036 1.137
O -7.036 -7.656 2.329
C -8.381 -7.927 2.341
O -9.138 -7.668 1.408
C -8.780 -8.623 3.639
F -8.261 -8.014 4.744
F -8.350 -9.916 3.681
F -10.129 -8.664 3.829
H -6.450 -5.075 2.043
H -6.381 -5.064 0.263
H -7.911 -5.364 1.109
H -5.444 -7.186 1.139
H -6.921 -7.533 0.243
C -8.812 1.493 -0.707
C -9.690 0.308 -1.065
O -10.887 0.744 -1.728
C -10.760 1.056 -3.057
O -9.701 0.983 -3.677
C -12.108 1.459 -3.649
F -12.783 2.349 -2.865
F -12.938 0.389 -3.809
F -11.999 2.043 -4.876
H -9.373 2.223 -0.114
H -7.938 1.168 -0.135
H -8.463 2.014 -1.603
H -10.003 -0.203 -0.149
H -9.153 -0.426 -1.676

***

no.,total energy (Ha)
1,-4718.831058
2,-417.196104
3,-6221.066775